C4H9N in the gas phase, computed with wB97M-V/def2-TZVPD.

Last column: natural (NBO) charge in e.
Geometry (Å):
C -1.760 0.718 -0.199  -0.429
C 0.015 -0.640 0.342  -0.281
C 1.200 -0.385 -0.464  -0.209
C 2.230 0.394 -0.077  -0.393
H -1.444 0.918 0.873  0.165
H -1.122 1.393 -0.658  0.196
H -2.876 0.962 -0.444  0.207
H -1.787 -1.351 0.173  0.343
H 0.130 -0.074 1.365  0.166
H -0.188 -1.699 0.635  0.211
H 1.187 -0.954 -1.385  0.212
H 3.300 0.460 -0.664  0.204
H 2.330 0.904 0.898  0.196
N -1.216 -0.644 -0.395  -0.588

Its SMILES is C=CCNC. The spin multiplicity is 1. Its HOMO energy is -9.4 eV. For the gap between HOMO and LUMO, the calculation gives 10.48 eV.

---

C24H25ClN2O5 in the gas phase, computed with wB97M-V/def2-TZVPD.

Last column: natural (NBO) charge in e.
Geometry (Å):
C 9.062 2.299 -0.296  -0.634
C 8.553 1.374 0.801  -0.073
H 9.237 0.538 0.961  0.189
H 8.420 1.933 1.733  0.200
O 7.310 0.771 0.441  -0.509
C 6.204 1.496 0.649  0.787
O 6.207 2.602 1.134  -0.600
C 4.973 0.781 0.227  -0.170
C 3.750 1.430 0.378  -0.161
C 2.576 0.805 0.009  -0.167
C 2.625 -0.477 -0.527  0.137
C 3.842 -1.132 -0.687  -0.213
C 5.011 -0.504 -0.307  -0.152
H 5.959 -1.005 -0.424  0.234
H 3.866 -2.128 -1.099  0.235
N 1.424 -1.127 -0.907  -0.507
C 1.128 -2.439 -0.557  0.714
O 1.877 -3.190 -0.001  -0.538
C -0.323 -2.711 -0.965  -0.128
N -1.119 -2.826 0.231  -0.437
C -1.009 -1.815 1.259  -0.225
H 0.030 -1.492 1.351  0.205
C -1.927 -0.605 1.042  -0.436
H -1.631 -0.059 0.149  0.206
H -1.834 0.079 1.890  0.213
C -3.391 -1.077 0.935  0.212
C -4.325 0.071 0.567  0.036
C -5.532 0.218 1.240  -0.220
C -6.416 1.231 0.916  -0.226
C -6.093 2.112 -0.102  -0.047
C -4.903 1.976 -0.797  -0.213
C -4.030 0.958 -0.463  -0.234
H -3.112 0.872 -1.024  0.215
H -4.661 2.661 -1.594  0.228
Cl -7.187 3.386 -0.515  0.006
H -7.349 1.334 1.447  0.227
H -5.790 -0.480 2.021  0.230
C -3.518 -2.180 -0.133  -0.428
C -2.481 -3.290 0.093  -0.214
H -2.531 -4.015 -0.721  0.202
H -2.738 -3.799 1.027  0.210
H -3.425 -1.737 -1.124  0.202
H -4.517 -2.610 -0.049  0.229
O -3.781 -1.676 2.157  -0.723
H -3.632 -1.046 2.871  0.471
H -1.292 -2.300 2.199  0.212
C -0.617 -1.561 -1.949  -0.534
C 0.409 -0.504 -1.624  0.710
O 0.390 0.655 -1.937  -0.557
H -0.449 -1.883 -2.979  0.249
H -1.626 -1.162 -1.889  0.239
H -0.374 -3.685 -1.464  0.229
H 1.630 1.307 0.126  0.227
H 3.740 2.425 0.794  0.239
H 10.036 2.691 -0.019  0.217
H 9.149 1.757 -1.235  0.210
H 8.373 3.129 -0.429  0.224

Its SMILES is CCOC(=O)c1ccc(N2C(=O)C[C@H](N3CCC(O)(c4ccc(Cl)cc4)CC3)C2=O)cc1. The spin multiplicity is 1. Its HOMO energy is -8.7 eV. For the gap between HOMO and LUMO, the calculation gives 8.99 eV.

---

A molecular structure, C31H21Cl4GdN7O7PSi, computed with wB97M-V/def2-TZVPD.

Last column: Löwdin spin population.
Geometry (Å):
Gd 1.722 -1.258 -0.117  6.810
N 3.796 -0.915 3.941  0.000
C 3.466 -0.656 2.693  -0.001
N 2.231 -1.146 2.518  -0.009
C 1.951 -1.755 3.719  0.001
N 2.875 -1.554 4.641  0.000
C 0.653 -2.421 4.027  0.001
C -0.017 -2.041 5.190  0.000
N -1.138 -2.611 5.595  0.000
C -1.665 -3.489 4.754  0.000
C -1.089 -3.841 3.511  0.001
N 0.097 -3.339 3.205  0.009
H 4.718 -0.632 4.301  0.000
H 4.048 -0.055 1.980  0.000
H 0.483 -1.219 5.730  0.000
H -2.645 -3.941 4.966  0.000
H -1.510 -4.505 2.761  0.000
O 1.473 0.628 -3.974  0.015
C 1.775 0.591 -2.807  0.001
O 1.438 -0.474 -2.100  0.009
C 2.553 1.753 -2.205  0.001
C 2.534 2.940 -2.893  0.000
C 3.358 3.986 -2.437  0.000
C 4.211 3.812 -1.401  0.000
C 4.195 2.615 -0.670  0.001
C 3.245 1.580 -0.974  0.002
O 3.018 0.668 -0.091  0.000
N 5.181 2.493 0.395  0.000
O 5.542 1.365 0.788  0.000
O 5.654 3.521 0.807  0.000
N 3.191 5.326 -2.937  0.000
O 2.089 5.563 -3.421  0.000
O 4.059 6.139 -2.821  0.000
H 1.964 2.925 -3.785  0.000
H 4.812 4.619 -1.074  0.000
Cl -1.165 -0.097 2.742  0.001
C -2.515 0.634 1.847  0.000
C -3.501 1.144 2.694  0.000
C -4.650 1.665 2.095  0.000
C -4.746 1.710 0.727  0.000
C -3.724 1.222 -0.106  0.001
C -2.552 0.673 0.477  0.003
P -1.251 -0.121 -0.590  0.017
C -1.356 1.034 -2.037  0.003
C -0.834 2.329 -1.836  0.001
C -0.845 3.237 -2.847  0.000
C -1.305 2.835 -4.103  0.001
C -1.698 1.534 -4.323  0.000
C -1.832 0.626 -3.262  0.001
C -1.956 -1.748 -0.963  0.001
C -1.209 -2.599 -1.783  0.000
C -1.755 -3.807 -2.240  0.000
C -3.052 -4.159 -1.779  0.002
C -3.755 -3.275 -0.930  -0.001
C -3.205 -2.080 -0.490  0.002
H -3.428 1.134 3.760  0.000
H -5.518 1.972 2.728  0.000
H -5.571 2.183 0.179  0.000
H -3.790 1.302 -1.222  0.000
H -0.474 2.676 -0.863  0.000
H -0.462 4.220 -2.663  0.000
H -1.295 3.530 -4.933  0.000
H -2.131 1.269 -5.271  0.000
H -2.273 -0.315 -3.411  0.000
H -0.340 -2.189 -2.249  0.000
H -1.256 -4.357 -3.014  0.000
H -3.616 -5.004 -2.186  0.000
H -4.791 -3.395 -0.705  0.000
H -3.775 -1.386 0.097  0.000
Cl 2.509 -4.678 2.780  0.008
Si 1.219 -3.768 1.383  0.031
Cl 3.607 -3.147 -0.394  0.079
Cl 0.021 -5.477 0.874  0.011

The spin multiplicity is 8. Its HOMO energy (alpha / beta) is -8.7 / -8.7 eV. For the gap between HOMO and LUMO (alpha / beta), the calculation gives 7.37 / 4.93 eV.

---

Strongest force on any atom values (in Eh/bohr) by entry order: 0.0645, 0.0135, 0.0617.
Relative energy (zero: lowest compared OMol25 entry of this formula, charge and spin) values (in kcal per mole) by entry order: 59.6, 5.2, 32.9.